1.
The following is a DFT calculation (wB97M-V/def2-TZVPD) of C3H11N3P as an isolated structure at a distorted geometry.

CARTESIAN COORDINATES (ANGSTROEM)
C: -1.93 1.73 -0.69
C: 1.49 -1.16 1.14
C: 0.51 -0.94 0.10
N: -2.68 1.26 0.25
N: -0.66 1.53 -0.67
N: -0.26 0.72 0.44
P: 1.02 -0.77 -1.67
H: -2.32 2.36 -1.46
H: 2.24 -0.41 1.06
H: 1.90 -2.21 1.04
H: 1.12 -1.03 2.20
H: -0.47 -1.40 0.06
H: -3.67 1.19 0.19
H: -0.04 2.09 -1.22
H: -2.10 0.85 0.99
H: 0.64 1.00 0.88
H: 1.44 -2.08 -1.72
H: -0.22 -0.96 -2.48

Calculated values
- relative energy (zero: lowest compared OMol25 entry of this formula, charge and spin) (kcal/mol) = 34.6
- HOMO level (eV) = -13.1
- E (eV) = -17039.28789
- total charge = +1
- orbital gap (eV) = 9.789



2.
The following is a DFT calculation (wB97M-V/def2-TZVPD) of a 2-piece molecular cluster, C3H11N4 overall at a distorted geometry.

CARTESIAN COORDINATES (ANGSTROEM)
C: -0.21 0.34 0.94
C: 1.42 0.58 -2.08
C: -0.60 -0.77 -1.88
N: -0.76 1.46 1.32
N: 0.03 -0.64 1.74
N: 0.67 -0.36 -1.37
N: -0.29 -0.92 3.10
H: 2.01 0.08 -2.82
H: 0.68 1.42 -2.44
H: 2.14 0.90 -1.38
H: -0.63 -1.03 -3.03
H: -1.11 -1.54 -1.39
H: -1.25 0.20 -1.91
H: -1.26 2.00 0.62
H: 0.62 -1.26 1.21
H: -0.98 1.54 2.34
H: -0.69 -0.23 3.64
H: 0.20 -1.77 3.39

Calculated values
- relative energy (zero: lowest compared OMol25 entry of this formula, charge and spin) (kcal/mol) = 158.0
- HOMO level (spin up / spin down) (eV) = -13.4 / -13.2
- E (eV) = -9237.39357
- total charge = +1
- orbital gap (spin up / spin down) (eV) = 8.798 / 7.288